Here is a molecular structure, C15H38Cl2O3P2Pb in a non-equilibrium geometry from OMol25. Energies are from the ωB97M-V functional and the def2-TZVPD basis.

Cartesian coordinates (Å):
Pb (2.194, -0.938, 1.142)
Cl (-0.620, 0.850, -0.603)
Cl (1.598, -3.294, 0.588)
H (0.376, -0.494, 1.589)
H (2.491, 0.303, -0.225)
P (-0.216, 0.380, -3.036)
C (0.140, 2.008, -3.777)
C (0.924, -0.865, -3.774)
C (-1.979, -0.013, -3.497)
C (1.181, 2.780, -2.943)
H (-0.820, 2.544, -3.693)
C (0.551, 1.965, -5.233)
H (1.521, 1.502, -5.381)
H (0.659, 2.989, -5.580)
H (-0.159, 1.487, -5.895)
H (0.839, 2.860, -1.911)
H (1.292, 3.797, -3.347)
H (2.151, 2.279, -2.946)
H (-2.459, 0.922, -3.209)
C (-2.477, -1.150, -2.590)
C (-2.187, -0.273, -4.961)
H (-2.219, 0.592, -5.590)
H (-3.138, -0.752, -5.097)
H (-1.463, -0.959, -5.391)
H (-2.167, -1.038, -1.546)
H (-2.142, -2.112, -2.929)
H (-3.548, -1.125, -2.603)
C (2.384, -0.620, -3.362)
H (0.868, -0.683, -4.859)
C (0.543, -2.342, -3.510)
H (2.772, 0.316, -3.763)
H (3.027, -1.407, -3.756)
H (2.460, -0.585, -2.269)
H (0.416, -2.521, -2.426)
H (1.359, -2.983, -3.878)
H (-0.373, -2.624, -4.056)
C (-0.068, -3.110, 4.228)
C (-1.265, -2.449, 3.609)
O (-1.236, -1.011, 3.564)
P (0.058, -0.058, 3.235)
O (1.125, -0.146, 4.461)
C (0.952, 0.507, 5.778)
C (-0.390, 0.333, 6.477)
O (-0.701, 1.340, 3.393)
C (-0.013, 2.574, 3.053)
C (-1.147, 3.597, 3.000)
H (0.905, -2.875, 3.794)
H (-0.248, -4.171, 4.080)
H (0.059, -2.986, 5.302)
H (-1.458, -2.755, 2.601)
H (-2.155, -2.667, 4.190)
H (1.755, 0.131, 6.433)
H (1.228, 1.589, 5.652)
H (-0.664, -0.706, 6.646)
H (-0.308, 0.750, 7.497)
H (-1.203, 0.821, 5.963)
H (0.762, 2.722, 3.819)
H (0.467, 2.449, 2.065)
H (-1.646, 3.655, 3.997)
H (-0.678, 4.545, 2.706)
H (-1.912, 3.354, 2.241)

The calculated total energy is -71181.666 eV. The LUMO energy (spin up / spin down) is -0.19 / -0.05 eV. For the molecular weight, the calculation gives 606.5 g mol⁻¹.

---

Here is a molecular structure, C9H15CuO5 in a non-equilibrium geometry from OMol25. Energies are from the ωB97M-V functional and the def2-TZVPD basis.

Cartesian coordinates (Å):
C (-2.482, 2.094, -0.260)
O (-2.001, 0.783, 0.039)
C (-2.349, -0.225, -0.815)
C (-1.992, -1.556, -0.268)
O (-0.685, -1.397, 0.295)
C (-0.008, -2.515, 0.787)
C (1.034, -2.026, 1.742)
O (1.125, -0.851, 2.040)
H (-2.200, 2.365, -1.287)
H (-3.573, 2.114, -0.151)
H (-1.986, 2.768, 0.446)
H (-2.750, 0.017, -1.798)
H (-2.655, -1.880, 0.554)
H (-2.003, -2.309, -1.067)
H (-0.699, -3.184, 1.331)
H (1.717, -2.779, 2.172)
H (0.487, -3.087, -0.015)
O (0.227, 2.176, 1.746)
C (1.111, 2.626, 0.737)
C (1.331, 1.552, -0.319)
O (2.607, 0.879, -0.123)
C (2.836, -0.216, -0.852)
C (1.932, -1.017, -1.446)
Cu (-0.063, 0.494, 0.828)
H (2.075, 2.984, 1.163)
H (0.650, 3.496, 0.217)
H (1.302, 1.937, -1.353)
H (3.906, -0.445, -0.893)
H (2.298, -1.944, -1.888)
H (0.810, -0.853, -1.563)

The calculated total energy is -64446.265 eV. The LUMO energy (spin up / spin down) is 0.44 / -0.15 eV. As for the expectation value of S²: 2.010. For the molecular weight, the calculation gives 266.8 g mol⁻¹. As for the spin multiplicity: 3.

---

Here is 2 unconnected molecules or ions with the total composition C5H12NO2 in a non-equilibrium geometry from OMol25. Energies are from the ωB97M-V functional and the def2-TZVPD basis.

Cartesian coordinates (Å):
C (0.618, -1.542, -0.868)
C (-1.727, -0.977, -0.102)
C (-0.656, 0.379, -1.862)
C (1.662, 1.350, 2.409)
C (-0.471, -0.554, -0.766)
N (0.317, 0.760, 0.613)
O (0.106, 1.894, 0.325)
O (1.032, 0.391, 1.644)
H (0.227, -2.161, -1.716)
H (1.525, -1.005, -1.223)
H (0.806, -2.019, 0.122)
H (-1.466, -1.477, 0.806)
H (-2.151, -1.761, -0.808)
H (-2.521, -0.196, -0.054)
H (-1.147, 1.344, -1.477)
H (0.019, 0.655, -2.573)
H (-1.640, -0.034, -2.298)
H (1.464, 1.171, 3.520)
H (1.158, 2.288, 2.106)
H (2.844, 1.495, 2.202)

The calculated total energy is -10952.902 eV. For the relative energy (zero: lowest compared OMol25 entry of this formula, charge and spin), the calculation gives 551.6 kJ/mol. The LUMO energy is -4.76 eV. Its net charge is +1. For the molecular weight, the calculation gives 118.2 g mol⁻¹.

---

Here is a gas-phase ion, C5H10FN4O3S (charge +1) in a non-equilibrium geometry from OMol25. Energies are from the ωB97M-V functional and the def2-TZVPD basis.

Cartesian coordinates (Å):
C (-3.027, -2.045, 0.163)
C (-1.984, -1.339, -0.934)
C (-0.647, -2.288, -0.960)
C (0.739, -1.525, -1.394)
O (0.676, -0.056, -1.366)
C (1.027, 0.497, -0.049)
N (0.998, -0.082, 1.349)
N (1.427, 1.055, 2.071)
N (1.687, 2.167, 1.286)
S (2.185, 3.798, 1.663)
O (3.252, 3.899, 2.796)
O (2.795, 4.510, 0.393)
F (0.852, 4.829, 2.134)
N (1.460, 1.947, -0.064)
H (-2.926, -1.500, 1.207)
H (-2.787, -3.193, 0.252)
H (-4.157, -1.941, -0.201)
H (-1.803, -0.236, -0.571)
H (-2.482, -1.365, -1.998)
H (-0.882, -3.180, -1.711)
H (-0.510, -2.728, 0.128)
H (1.629, -1.988, -0.779)
H (0.936, -1.824, -2.532)
H (1.541, 2.586, -0.884)

The calculated total energy is -30984.665 eV. The LUMO energy is -7.21 eV. As for the SMILES: CCCCOc1nnn(S(=O)(=O)F)[nH+]1. Its net charge is +1. For the molecular weight, the calculation gives 225.2 g mol⁻¹.

---

Here is a molecular structure, C23H52P4ScSe in a non-equilibrium geometry from OMol25. Energies are from the ωB97M-V functional and the def2-TZVPD basis.

Cartesian coordinates (Å):
Sc (-0.343, 0.536, -0.111)
P (-0.197, 3.178, -0.538)
P (1.182, 0.987, 2.440)
P (-2.289, 0.528, 1.613)
H (-1.561, -1.513, -3.172)
C (-2.247, -0.875, -2.503)
C (-1.754, 0.170, -1.741)
H (-0.601, 0.383, -1.904)
C (0.922, 3.795, -1.845)
C (0.002, 4.412, 0.779)
C (-1.835, 3.588, -1.238)
C (1.723, -0.400, 3.586)
C (2.907, 1.675, 2.224)
C (0.690, 2.091, 3.860)
C (-3.836, -0.031, 0.775)
C (-2.900, 2.098, 2.398)
C (-2.429, -0.501, 3.107)
H (-3.374, -0.997, -2.569)
H (-2.422, 1.031, -1.465)
H (0.817, 3.154, -2.731)
H (1.971, 3.744, -1.517)
H (0.609, 4.826, -2.073)
H (0.941, 4.280, 1.329)
H (-0.823, 4.329, 1.492)
H (-0.003, 5.399, 0.303)
H (-2.218, 2.828, -1.929)
H (-1.697, 4.531, -1.777)
H (-2.563, 3.711, -0.433)
H (2.320, 0.002, 4.435)
H (2.367, -1.099, 3.026)
H (0.824, -0.881, 4.006)
H (3.325, 1.994, 3.218)
H (2.845, 2.576, 1.586)
H (3.544, 0.889, 1.793)
H (1.521, 2.183, 4.582)
H (-0.145, 1.641, 4.405)
H (0.458, 3.092, 3.491)
H (-4.605, -0.066, 1.564)
H (-3.691, -1.018, 0.307)
H (-4.140, 0.676, -0.011)
H (-3.914, 1.896, 2.777)
H (-2.959, 2.913, 1.669)
H (-2.261, 2.406, 3.235)
H (-3.486, -0.500, 3.418)
H (-1.830, -0.102, 3.945)
H (-2.114, -1.533, 2.888)
C (-1.816, -3.623, -0.084)
C (-2.434, -3.778, -1.321)
C (-3.651, -4.545, -1.412)
C (-4.168, -5.285, -0.350)
C (-3.403, -5.228, 0.828)
C (-2.286, -4.372, 0.952)
Se (-0.275, -2.527, 0.861)
H (-0.013, -2.526, -0.652)
H (-1.968, -3.366, -2.199)
H (-4.242, -4.624, -2.299)
H (-5.123, -5.869, -0.305)
H (-3.713, -5.842, 1.647)
H (-1.776, -4.279, 1.929)
C (4.423, 1.403, -1.338)
C (3.302, 0.743, -2.166)
P (2.005, -0.209, -1.223)
C (1.253, -1.259, -2.597)
C (2.078, -1.450, -3.833)
C (2.996, -1.567, -0.515)
C (4.155, -2.119, -1.375)
H (4.051, 2.168, -0.624)
H (5.101, 1.895, -2.063)
H (5.015, 0.667, -0.760)
H (2.755, 1.509, -2.777)
H (3.733, 0.015, -2.891)
H (1.013, -2.203, -2.109)
H (0.308, -0.845, -2.914)
H (2.961, -2.066, -3.651)
H (1.488, -1.956, -4.599)
H (2.402, -0.501, -4.279)
H (3.398, -1.196, 0.442)
H (2.276, -2.375, -0.267)
H (4.739, -1.326, -1.866)
H (4.877, -2.664, -0.744)
H (3.804, -2.829, -2.137)

The calculated total energy is -147869.440 eV. For the relative energy (zero: lowest compared OMol25 entry of this formula, charge and spin), the calculation gives 1.5 kJ/mol. The LUMO energy is -10.36 eV. Its net charge is +3. For the molecular weight, the calculation gives 576.5 g mol⁻¹.

---

Here is 12 unconnected molecules or ions with the total composition C30H87N3O12 in a non-equilibrium geometry from OMol25. Energies are from the ωB97M-V functional and the def2-TZVPD basis.

Cartesian coordinates (Å):
C (-4.507, -0.171, -0.070)
C (-5.630, 0.817, 0.155)
O (-6.777, 0.275, -0.447)
H (-3.701, 0.106, 0.610)
H (-4.089, -0.126, -1.075)
H (-4.741, -1.211, 0.155)
H (-5.429, 1.838, -0.170)
H (-5.825, 0.889, 1.224)
H (-6.789, 0.432, -1.394)
C (-3.162, -2.649, -2.772)
C (-1.823, -3.200, -3.193)
O (-1.646, -4.503, -2.649)
H (-3.991, -3.173, -3.248)
H (-3.256, -1.585, -2.989)
H (-3.358, -2.855, -1.720)
H (-1.142, -2.482, -2.736)
H (-1.586, -3.222, -4.256)
H (-0.688, -4.546, -2.608)
C (1.209, -0.309, 4.758)
C (0.498, -1.368, 3.915)
O (-0.837, -0.994, 3.632)
H (0.528, -0.063, 5.573)
H (1.395, 0.618, 4.217)
H (2.104, -0.710, 5.233)
H (0.541, -2.326, 4.434)
H (0.954, -1.617, 2.957)
H (-0.946, -0.180, 3.134)
C (4.368, 2.302, -3.013)
C (3.835, 2.626, -1.594)
O (4.102, 3.971, -1.337)
H (4.119, 2.985, -3.826)
H (4.090, 1.282, -3.277)
H (5.458, 2.312, -2.980)
H (4.269, 1.982, -0.828)
H (2.746, 2.635, -1.621)
H (5.055, 3.939, -1.222)
C (0.681, 4.281, -0.358)
C (1.467, 4.505, 0.936)
O (1.005, 3.694, 1.989)
H (1.089, 4.852, -1.193)
H (-0.309, 4.699, -0.179)
H (0.618, 3.236, -0.662)
H (1.317, 5.555, 1.189)
H (2.541, 4.393, 0.789)
H (0.170, 4.139, 2.147)
C (1.153, 0.252, -0.140)
C (-0.040, -0.719, -0.276)
O (-1.141, -0.039, -0.894)
H (1.906, -0.412, 0.284)
H (1.087, 1.116, 0.522)
H (1.634, 0.514, -1.082)
H (-0.266, -1.032, 0.743)
H (0.093, -1.631, -0.858)
H (-0.967, -0.070, -1.838)
C (4.100, 1.389, 2.416)
C (5.523, 0.886, 2.131)
O (6.536, 1.856, 2.440)
H (3.374, 0.582, 2.321)
H (3.840, 2.269, 1.828)
H (4.010, 1.698, 3.457)
H (5.606, 0.549, 1.097)
H (5.799, 0.010, 2.717)
H (7.383, 1.452, 2.233)
C (2.929, -1.587, -2.777)
C (2.833, -1.991, -4.221)
O (1.507, -1.736, -4.649)
H (3.804, -1.976, -2.257)
H (2.204, -2.074, -2.124)
H (2.813, -0.513, -2.627)
H (3.056, -3.036, -4.437)
H (3.535, -1.433, -4.841)
H (1.581, -1.519, -5.581)
C (3.728, -3.238, 1.249)
C (2.603, -4.302, 1.152)
O (1.829, -3.884, 0.095)
H (4.396, -3.346, 2.103)
H (3.389, -2.204, 1.313)
H (4.353, -3.222, 0.356)
H (1.989, -4.210, 2.048)
H (2.957, -5.332, 1.117)
H (0.904, -3.950, 0.342)
C (1.168, 1.925, -4.467)
C (0.026, 1.617, -3.430)
C (-1.205, 2.588, -3.535)
O (-1.802, 2.457, -4.827)
C (-2.770, 3.403, -5.336)
N (-0.435, 0.244, -3.653)
H (1.645, 2.867, -4.194)
H (0.749, 2.024, -5.468)
H (1.883, 1.103, -4.504)
H (0.390, 1.685, -2.405)
H (-0.945, 3.639, -3.407)
H (-2.023, 2.418, -2.834)
H (-3.237, 3.095, -6.271)
H (-2.220, 4.293, -5.642)
H (-3.536, 3.810, -4.676)
H (-0.883, 0.106, -4.548)
H (0.365, -0.347, -3.827)
C (-2.638, -3.020, 1.289)
C (-1.446, -3.932, 1.729)
C (-1.750, -5.022, 2.740)
O (-2.557, -6.051, 2.186)
C (-3.087, -6.892, 3.141)
N (-0.758, -4.482, 0.515)
H (-2.384, -2.278, 0.533)
H (-3.077, -2.573, 2.181)
H (-3.352, -3.680, 0.795)
H (-0.739, -3.255, 2.207)
H (-2.285, -4.632, 3.606)
H (-0.811, -5.460, 3.079)
H (-3.832, -7.569, 2.723)
H (-3.600, -6.384, 3.957)
H (-2.404, -7.573, 3.648)
H (-0.933, -5.476, 0.554)
H (-1.361, -4.211, -0.248)
C (-1.879, 2.290, 4.538)
C (-2.220, 2.010, 3.049)
C (-2.624, 3.328, 2.357)
O (-1.572, 4.283, 2.461)
C (-2.063, 5.589, 2.186)
N (-1.065, 1.439, 2.406)
H (-2.708, 2.715, 5.103)
H (-1.039, 2.968, 4.690)
H (-1.585, 1.386, 5.071)
H (-2.994, 1.253, 2.920)
H (-3.455, 3.764, 2.913)
H (-3.051, 3.185, 1.364)
H (-1.174, 6.212, 2.287)
H (-2.723, 5.776, 3.033)
H (-2.409, 5.624, 1.153)
H (-0.353, 2.153, 2.456)
H (-1.212, 1.394, 1.407)

The calculated total energy is -61556.362 eV. For the relative energy (zero: lowest compared OMol25 entry of this formula, charge and spin), the calculation gives 211.0 kJ/mol. The LUMO energy is 0.42 eV. As for the SMILES: COC[C@H](C)N.COC[C@H](C)N.COC[C@H](C)N.CCO.CCO.CCO.CCO.CCO.CCO.CCO.CCO.CCO. For the molecular weight, the calculation gives 682.0 g mol⁻¹.

---

Here is 2 unconnected molecules or ions with the total composition C5H16N2O in a non-equilibrium geometry from OMol25. Energies are from the ωB97M-V functional and the def2-TZVPD basis.

Cartesian coordinates (Å):
C (0.361, -0.808, -2.140)
N (-0.435, 0.137, -1.292)
C (-1.798, 0.263, -1.788)
C (-0.961, -1.575, 0.538)
C (-0.401, -0.151, 0.140)
C (0.926, 0.194, 0.861)
N (0.731, 0.669, 2.236)
H (-0.341, -1.353, -2.799)
H (1.051, -0.270, -2.792)
H (0.973, -1.363, -1.405)
H (-1.947, 0.413, -2.846)
H (-2.438, -0.515, -1.342)
H (-2.269, 1.170, -1.385)
H (-0.196, -2.123, 1.152)
H (-1.777, -1.472, 1.206)
H (-1.134, -2.265, -0.315)
H (-1.049, 0.594, 0.597)
H (1.298, 0.982, 0.207)
H (1.665, -0.590, 0.625)
H (-0.072, 1.289, 2.252)
H (0.511, 0.007, 2.973)
H (2.683, 1.625, 2.259)
H (1.936, 2.861, 1.504)
O (2.685, 2.280, 1.556)

The calculated total energy is -10470.456 eV. For the relative energy (zero: lowest compared OMol25 entry of this formula, charge and spin), the calculation gives 199.4 kJ/mol. The LUMO energy is 0.90 eV. As for the SMILES: C[C@@H](CN)N(C)C.O. For the molecular weight, the calculation gives 120.2 g mol⁻¹.

---

Here is 2 unconnected molecules or ions with the total composition C3H10NO in a non-equilibrium geometry from OMol25. Energies are from the ωB97M-V functional and the def2-TZVPD basis.

Cartesian coordinates (Å):
C (-2.100, -0.628, -1.021)
O (-1.109, -1.218, -0.297)
H (-1.694, 0.340, -1.375)
H (-2.873, -0.371, -0.235)
H (-2.239, -1.201, -1.928)
C (1.454, -0.258, -0.583)
N (0.584, 0.778, 0.107)
C (0.855, 0.920, 1.528)
H (2.177, -0.776, 0.170)
H (1.993, 0.237, -1.400)
H (0.644, -1.041, -0.979)
H (-0.360, 0.217, 0.189)
H (0.191, 1.612, 1.963)
H (0.639, 0.017, 2.116)
H (1.838, 1.373, 1.746)

The calculated total energy is -6808.678 eV. For the relative energy (zero: lowest compared OMol25 entry of this formula, charge and spin), the calculation gives 202.3 kJ/mol. The LUMO energy is 4.49 eV. Its net charge is -1. For the molecular weight, the calculation gives 76.1 g mol⁻¹.